1.
96
Properties=species:S:1:pos:R:3 method="wB97M-V/def2-TZVPD" e_lumo_ev=-3.04 charge=+1 homo_energy_ev=-8.6 largest_force_ha_per_bohr=0.01006 de_lowest_ev=0.8178 multiplicity=1
Zr -1.686 0.104 -0.021
C -0.423 -4.030 3.032
C 0.152 -3.422 1.931
C -0.088 -2.077 1.687
C -0.951 -1.320 2.493
C -1.517 -1.951 3.611
C -1.246 -3.280 3.872
N -1.252 -0.035 2.059
C -1.543 1.045 2.900
C -1.261 1.155 4.255
C -1.555 2.340 4.922
C -2.124 3.407 4.240
C -2.391 3.314 2.879
C -2.074 2.145 2.202
N -2.248 1.915 0.830
N -3.140 2.785 0.204
C -3.781 2.140 -0.729
C -4.745 2.812 -1.560
C -5.434 2.121 -2.489
C -5.202 0.717 -2.657
C -4.268 0.117 -1.890
N -3.521 0.781 -0.938
H -0.244 -5.078 3.231
H 0.791 -3.983 1.258
H 0.348 -1.975 -0.322
H -2.203 -1.394 4.233
H -1.707 -3.753 4.730
H -0.810 0.330 4.790
H -1.351 2.422 5.981
H -2.370 4.318 4.772
H -2.840 4.130 2.330
H -4.896 3.868 -1.389
H -6.170 2.620 -3.106
H -5.763 0.141 -3.378
H -4.058 -0.940 -1.987
C -1.733 -4.355 -1.510
C -1.085 -4.169 -2.725
C -0.824 -2.884 -3.168
C -1.192 -1.780 -2.388
C -1.819 -1.940 -1.133
C -2.087 -3.256 -0.738
C -0.896 -0.412 -2.916
C -0.881 -0.224 -4.316
C -0.512 0.979 -4.828
C -0.232 2.055 -3.956
C 0.126 3.335 -4.434
C 0.271 4.382 -3.570
C 0.017 4.191 -2.198
C -0.314 2.957 -1.708
C -0.400 1.844 -2.571
N -0.669 0.586 -2.062
H -1.956 -5.356 -1.163
H -0.792 -5.020 -3.327
H -0.316 -2.749 -4.115
H -2.580 -3.437 0.212
H -1.168 -1.040 -4.961
H -0.470 1.140 -5.899
H 0.258 3.473 -5.500
H 0.536 5.364 -3.938
H 0.056 5.037 -1.525
H -0.597 2.850 -0.669
N 0.485 -1.411 0.517
P 2.044 -0.798 0.684
C 2.481 -0.307 -0.981
C 3.096 0.924 -1.207
C 3.402 1.315 -2.502
C 3.107 0.478 -3.567
C 2.524 -0.764 -3.343
C 2.216 -1.160 -2.054
C 3.229 -1.988 1.296
C 3.075 -2.582 2.555
C 4.005 -3.506 2.996
C 5.091 -3.840 2.196
C 5.250 -3.250 0.951
C 4.322 -2.326 0.497
C 1.949 0.621 1.746
C 1.214 1.709 1.274
C 1.041 2.831 2.057
C 1.617 2.874 3.323
C 2.371 1.807 3.788
C 2.544 0.675 3.004
H 3.318 1.584 -0.379
H 3.866 2.276 -2.676
H 3.341 0.789 -4.577
H 2.309 -1.423 -4.173
H 1.765 -2.136 -1.909
H 2.230 -2.334 3.183
H 3.883 -3.967 3.967
H 5.816 -4.562 2.546
H 6.098 -3.507 0.331
H 4.454 -1.869 -0.474
H 0.799 1.676 0.275
H 0.450 3.662 1.697
H 1.472 3.745 3.947
H 2.824 1.851 4.770
H 3.145 -0.145 3.371

=====

2.
104
Properties=species:S:1:pos:R:3 method="wB97M-V/def2-TZVPD" e_lumo_ev=-0.91 charge=0 homo_energy_ev=-7.9 largest_force_ha_per_bohr=0.04289 de_lowest_ev=3.5448 multiplicity=1
Ta -0.689 -0.915 0.168
N -0.131 1.392 4.083
C -0.767 1.067 2.943
S -1.308 -0.566 2.760
N -1.028 2.025 2.093
N -1.664 1.633 0.981
C -2.444 2.447 0.348
C -2.638 3.854 0.767
C -1.553 4.726 0.770
C -1.698 6.020 1.236
C -2.923 6.456 1.711
C -4.007 5.596 1.707
C -3.870 4.304 1.234
C -3.244 1.847 -0.711
C -4.179 2.575 -1.456
C -5.012 1.902 -2.330
C -4.892 0.524 -2.450
C -3.912 -0.115 -1.702
N -3.105 0.522 -0.874
H 0.167 0.657 4.700
H 0.268 2.311 4.169
H -0.596 4.383 0.404
H -0.859 6.700 1.232
H -3.036 7.465 2.078
H -4.965 5.935 2.071
H -4.719 3.637 1.247
H -4.247 3.645 -1.333
H -5.752 2.439 -2.908
H -5.533 -0.032 -3.115
H -3.764 -1.186 -1.752
C 0.078 0.507 -1.224
C 0.642 1.214 -2.035
C 1.374 1.983 -2.976
C 2.249 1.327 -3.846
C 3.010 2.055 -4.738
C 2.905 3.437 -4.779
C 2.035 4.092 -3.923
C 1.268 3.373 -3.026
H 2.325 0.250 -3.804
H 3.697 1.549 -5.400
H 3.499 4.002 -5.480
H 1.965 5.169 -3.951
H 0.590 3.879 -2.355
C 0.327 -2.570 -1.105
H 0.797 -2.227 -2.024
H -0.422 -3.311 -1.377
H 1.085 -3.089 -0.523
C 4.069 3.487 0.165
C 2.696 3.454 0.329
C 2.064 2.273 0.678
C 2.778 1.091 0.844
C 4.163 1.151 0.698
C 4.804 2.333 0.370
Si 1.908 -0.588 1.202
C 2.058 -0.843 3.092
C 2.713 0.069 3.916
C 2.783 -0.125 5.285
C 2.203 -1.242 5.859
C 1.561 -2.170 5.055
C 1.490 -1.969 3.688
C 3.161 -1.827 0.447
C 3.651 -2.905 1.178
C 4.643 -3.726 0.672
C 5.167 -3.483 -0.584
C 4.680 -2.424 -1.334
C 3.685 -1.607 -0.829
H 4.563 4.408 -0.111
H 2.117 4.354 0.179
H 0.994 2.269 0.820
H 4.751 0.255 0.836
H 5.880 2.356 0.269
H 3.180 0.934 3.472
H 3.302 0.588 5.906
H 2.253 -1.393 6.927
H 1.126 -3.061 5.491
H 0.972 -2.694 3.078
H 3.261 -3.101 2.166
H 5.012 -4.550 1.265
H 5.956 -4.110 -0.972
H 5.086 -2.234 -2.317
H 3.322 -0.777 -1.420
I -3.065 -2.700 -6.790
C -2.285 -1.743 -5.106
C -2.206 -0.383 -4.898
N -1.672 -0.226 -3.673
N -1.409 -1.391 -3.091
C -1.764 -2.330 -3.945
H -2.500 0.434 -5.523
H -1.377 0.612 -3.189
H -1.639 -3.372 -3.721
Br -4.859 -7.234 -0.904
C -3.784 -6.444 0.452
C -3.598 -7.113 1.650
C -2.811 -6.535 2.634
C -2.208 -5.308 2.415
C -2.412 -4.643 1.212
C -3.208 -5.210 0.225
C -1.796 -3.308 0.943
O -2.402 -2.513 0.186
O -0.693 -3.015 1.441
H -4.059 -8.075 1.807
H -2.675 -7.049 3.577
H -1.589 -4.852 3.174
H -3.364 -4.683 -0.704